## P
This record from the OMol25 dataset describes a structure of composition C3H8S2. The level of theory is ωB97M-V with the def2-TZVPD basis set.

Values from the calculation:
Gap between HOMO and LUMO ... 0.3288 Eh
E_HOMO ... -9.03 eV
Spin multiplicity ... 1

Atoms and positions in Å:
1 C -0.061 -0.954 -1.437
2 C -0.467 0.077 -0.234
3 C 0.764 0.146 0.762
4 H -0.794 -1.283 -2.441
5 H 0.400 -1.987 -0.859
6 H 0.604 -0.319 -1.786
7 H -1.363 -0.266 0.195
8 H 0.059 2.625 0.482
9 H 1.426 1.420 0.667
10 H 1.436 -0.949 0.752
11 H -1.132 -0.719 2.391
12 S -0.451 1.755 -0.924
13 S -0.422 0.454 2.432

Löwdin population analysis, charges in e, atoms 1 to 8:
1. C -0.148
2. C -0.892
3. C -0.484
4. H 0.146
5. H 0.128
6. H -0.065
7. H 0.017
8. H 0.047


## Q
This record from the OMol25 dataset describes a cluster of 2 separate species, C3H8S2 in total. The level of theory is ωB97M-V with the def2-TZVPD basis set.

Values from the calculation:
Gap between HOMO and LUMO ... 0.3462 Eh
E_HOMO ... -8.85 eV
SMILES ... C=C.CSS
Spin multiplicity ... 1

Atoms and positions in Å:
1 C 2.114 -0.810 0.639
2 C 2.343 -1.367 -0.551
3 H 2.960 -0.461 1.219
4 H 1.193 -0.874 1.204
5 H 3.364 -1.278 -0.898
6 H 1.559 -1.743 -1.190
7 C -1.176 1.498 0.320
8 S -1.449 0.065 -0.806
9 S -3.502 0.333 -1.110
10 H -0.151 1.843 0.367
11 H -1.659 1.230 1.260
12 H -1.794 2.325 -0.036
13 H -3.800 -0.763 -0.417

Löwdin population analysis, charges in e, atoms 1 to 8:
1. C -0.089
2. C -0.070
3. H 0.041
4. H 0.038
5. H 0.044
6. H 0.039
7. C -0.481
8. S 0.322


Which structure loses on stability? P does.


## P
This record from the OMol25 dataset describes the molecule C2H4N2S3. The level of theory is ωB97M-V with the def2-TZVPD basis set.

Values from the calculation:
Gap between HOMO and LUMO ... 0.3113 Eh
E_HOMO ... -9.00 eV
SMILES ... [H]/N=C(/NS)SC=S
Spin multiplicity ... 1

Atoms and positions in Å:
1 C -0.652 0.821 0.018
2 C 2.054 -0.562 -0.193
3 H -1.295 -1.420 1.765
4 H -2.270 -0.199 -0.802
5 H -0.428 2.811 -0.047
6 H 1.265 -1.331 -0.686
7 N -1.152 -0.320 -0.577
8 N -1.145 2.046 -0.272
9 S -1.229 -1.952 0.239
10 S 1.191 0.753 0.688
11 S 3.661 -0.648 -0.134

Löwdin population analysis, charges in e, atoms 1 to 8:
1. C -0.719
2. C -1.099
3. H 0.004
4. H 0.140
5. H 0.051
6. H 0.029
7. N -0.425
8. N 0.035


## Q
This record from the OMol25 dataset describes the molecule C2H4N2S3. The level of theory is ωB97M-V with the def2-TZVPD basis set.

Values from the calculation:
Gap between HOMO and LUMO ... 0.2976 Eh
E_HOMO ... -7.75 eV
SMILES ... SC1=CN(S)NS1
Spin multiplicity ... 1

Atoms and positions in Å:
1 C -0.224 0.841 -0.106
2 C 0.510 0.516 0.971
3 N -0.325 -1.488 -0.264
4 N -0.608 -0.260 -0.928
5 S 0.739 -1.185 1.060
6 S 0.981 1.708 2.241
7 S 0.069 -0.234 -2.564
8 H -0.642 1.790 -0.151
9 H -1.100 -1.950 0.198
10 H 1.555 0.585 2.992
11 H -0.955 -0.324 -3.448

Löwdin population analysis, charges in e, atoms 1 to 8:
1. C -0.314
2. C -0.992
3. N -0.387
4. N -0.547
5. S 0.877
6. S 0.702
7. S 0.747
8. H 0.086


## R
This record from the OMol25 dataset describes a structure of composition C2H4N2S3. The level of theory is ωB97M-V with the def2-TZVPD basis set.

Values from the calculation:
Gap between HOMO and LUMO ... 0.2952 Eh
E_HOMO ... -8.77 eV
Spin multiplicity ... 1

Atoms and positions in Å:
1 C -0.308 -0.608 0.607
2 C 1.099 1.139 -0.171
3 H -3.534 0.923 -0.238
4 H -0.295 -0.827 2.032
5 H 2.020 -1.591 -1.479
6 H 2.115 1.423 -0.366
7 N -1.255 -0.371 -0.333
8 N 0.986 -0.218 0.199
9 S -2.887 -0.788 -0.117
10 S 2.058 -1.330 -0.110
11 S 0.002 2.249 -0.026

Löwdin population analysis, charges in e, atoms 1 to 8:
1. C -0.373
2. C -0.750
3. H 0.061
4. H 0.235
5. H -0.091
6. H 0.044
7. N -0.489
8. N -0.708


Which structure loses on stability? R does.


## P
This record from the OMol25 dataset describes the molecule C2H5N3S. The level of theory is ωB97M-V with the def2-TZVPD basis set.

Values from the calculation:
Gap between HOMO and LUMO ... 0.3144 Eh
E_HOMO ... -9.06 eV
SMILES ... [H]/N=C\N(N)C=S
Spin multiplicity ... 1

Atoms and positions in Å:
1 C -0.589 0.896 0.799
2 C 1.486 -0.401 0.085
3 H -0.500 -0.384 -1.973
4 H -0.370 -1.570 -0.781
5 H 0.118 1.594 1.363
6 H -2.346 0.251 0.246
7 H 1.834 -1.027 -0.799
8 N -0.546 -0.573 -0.981
9 N 0.244 0.260 -0.084
10 N -1.829 0.836 0.860
11 S 2.497 0.120 1.264

Löwdin population analysis, charges in e, atoms 1 to 8:
1. C -0.325
2. C -0.654
3. H 0.087
4. H 0.094
5. H 0.115
6. H 0.029
7. H 0.091
8. N 0.022


## Q
This record from the OMol25 dataset describes a cluster of 2 separate species, C2H5N3S in total. The level of theory is ωB97M-V with the def2-TZVPD basis set.

Values from the calculation:
Gap between HOMO and LUMO ... 0.3573 Eh
E_HOMO ... -9.21 eV
SMILES ... [H]/N=N\C.N=C=S
Spin multiplicity ... 1

Atoms and positions in Å:
1 C 2.047 -0.218 0.599
2 C -1.257 0.783 0.161
3 N 2.179 -0.925 -0.351
4 N -1.053 0.192 -1.087
5 N -0.857 -0.983 -1.179
6 S 2.000 0.431 1.993
7 H -2.406 0.987 0.228
8 H -0.953 0.217 1.000
9 H -0.781 1.863 0.235
10 H 1.864 -0.752 -1.351
11 H -0.783 -1.594 -0.247

Löwdin population analysis, charges in e, atoms 1 to 8:
1. C -0.944
2. C -0.184
3. N 0.104
4. N -0.182
5. N 0.012
6. S 0.727
7. H 0.116
8. H 0.021


Which structure loses on stability? Q does.


## P
This record from the OMol25 dataset describes the molecule C4H3Cl2N. The level of theory is ωB97M-V with the def2-TZVPD basis set.

Values from the calculation:
Gap between HOMO and LUMO ... 0.2586 Eh
E_HOMO ... -8.97 eV
Spin multiplicity ... 1

Atoms and positions in Å:
1 C -0.433 -0.154 0.871
2 C -1.657 0.201 1.274
3 C -0.169 0.285 -0.465
4 C 1.087 0.034 -1.175
5 N -1.135 0.887 -0.954
6 Cl 0.593 -1.194 1.935
7 Cl -2.525 -0.149 2.597
8 H 1.910 0.421 -0.657
9 H 1.199 0.671 -2.026
10 H 1.129 -1.002 -1.401

Löwdin population analysis, charges in e, atoms 1 to 8:
1. C -0.695
2. C -0.590
3. C -0.551
4. C -0.030
5. N 0.300
6. Cl 0.565
7. Cl 0.755
8. H 0.073


## Q
This record from the OMol25 dataset describes a cluster of 2 separate species, C4H3Cl2N in total. The level of theory is ωB97M-V with the def2-TZVPD basis set.

Values from the calculation:
Gap between HOMO and LUMO (alpha / beta) ... 0.1927 / 0.1917 Eh
E_HOMO (alpha / beta) ... -9.58 / -9.57 eV
Spin multiplicity ... 1

Atoms and positions in Å:
1 C -0.543 -2.199 0.563
2 C -0.558 -0.956 0.089
3 C -0.671 0.318 -0.138
4 C 0.411 1.360 -0.470
5 N -0.622 -3.330 0.681
6 Cl 2.208 -0.866 1.781
7 Cl -2.211 0.870 -0.953
8 H 1.132 1.177 0.270
9 H 0.063 2.390 -0.332
10 H 0.790 1.237 -1.492

Löwdin population analysis, charges in e, atoms 1 to 8:
1. C -0.254
2. C 0.038
3. C -0.551
4. C -0.096
5. N 0.260
6. Cl -0.239
7. Cl 0.653
8. H -0.002


Which structure loses on stability? Q does.


## P
This record from the OMol25 dataset describes the molecule C4N2. The level of theory is ωB97M-V with the def2-TZVPD basis set.

Values from the calculation:
Gap between HOMO and LUMO ... 0.3473 Eh
E_HOMO ... -11.48 eV
SMILES ... N#CC#CC#N
Spin multiplicity ... 1

Atoms and positions in Å:
1 C -0.459 0.106 0.283
2 C 0.602 0.261 0.866
3 C 1.730 -0.047 0.115
4 N 2.661 -0.310 -0.513
5 C -1.701 -0.001 -0.254
6 N -2.831 -0.008 -0.497

How is the electron density shared among the atoms? According to Löwdin, the charges in e are:
1. C 0.015
2. C 0.062
3. C -0.283
4. N 0.163
5. C -0.176
6. N 0.219


## Q
This record from the OMol25 dataset describes the molecule C4N2. The level of theory is ωB97M-V with the def2-TZVPD basis set.

Values from the calculation:
Gap between HOMO and LUMO ... 0.3842 Eh
E_HOMO ... -11.55 eV
SMILES ... N#CC#CC#N
Spin multiplicity ... 1

Atoms and positions in Å:
1 C -0.607 0.121 0.281
2 C 0.597 0.085 0.347
3 C 1.950 -0.058 0.109
4 N 3.040 -0.226 -0.245
5 C -1.948 0.079 -0.045
6 N -3.032 -0.001 -0.447

How is the electron density shared among the atoms? According to Löwdin, the charges in e are:
1. C 0.015
2. C 0.015
3. C -0.203
4. N 0.187
5. C -0.202
6. N 0.187


Which structure loses on stability? P does.


## P
This record from the OMol25 dataset describes the molecule C8H10. The level of theory is ωB97M-V with the def2-TZVPD basis set.

Values from the calculation:
Gap between HOMO and LUMO ... 0.2204 Eh
E_HOMO ... -6.71 eV
Spin multiplicity ... 1

Atoms and positions in Å:
1 C 1.490 -1.364 0.727
2 C 1.673 0.033 0.129
3 C 0.431 0.731 -0.356
4 C -0.597 1.115 0.663
5 C -1.267 0.000 1.256
6 C -1.954 0.525 0.017
7 C -1.582 0.388 -1.368
8 C -0.245 0.470 -1.557
9 H 2.267 -2.055 0.418
10 H 0.542 -1.784 0.405
11 H 1.514 -1.382 1.811
12 H 2.352 -0.010 -0.731
13 H 2.091 0.694 0.889
14 H -0.619 2.093 1.109
15 H -1.298 -1.076 1.196
16 H -2.883 1.097 0.017
17 H -2.276 0.235 -2.185
18 H 0.362 0.289 -2.440

Löwdin population analysis, charges in e, atoms 1 to 8:
1. C -0.085
2. C -0.188
3. C -0.111
4. C -0.253
5. C -0.028
6. C -0.206
7. C -0.041
8. C -0.061


## Q
This record from the OMol25 dataset describes the molecule C8H10. The level of theory is ωB97M-V with the def2-TZVPD basis set.

Values from the calculation:
Gap between HOMO and LUMO ... 0.3269 Eh
E_HOMO ... -7.86 eV
SMILES ... C=C1[C@H]2C[C@@H]2[C@H]2C[C@@H]12
Spin multiplicity ... 1

Atoms and positions in Å:
1 C -0.499 2.154 -0.270
2 C 0.010 0.979 0.531
3 C 1.433 0.092 0.868
4 C 1.910 -0.110 -0.542
5 C 0.968 -1.276 -0.033
6 C -0.524 -0.979 -0.391
7 C -1.997 -0.885 -0.132
8 C -1.012 -0.112 0.813
9 H -1.767 2.328 -0.171
10 H 0.177 2.935 -0.388
11 H 1.852 0.214 1.773
12 H 1.368 0.674 -1.393
13 H 2.901 -0.437 -0.699
14 H 1.689 -2.308 0.211
15 H -0.243 -0.065 -1.214
16 H -2.635 -1.736 0.385
17 H -2.717 -0.777 -0.954
18 H -0.913 -0.689 1.606

Löwdin population analysis, charges in e, atoms 1 to 8:
1. C 0.000
2. C -0.166
3. C -0.086
4. C -0.160
5. C -0.139
6. C -0.223
7. C -0.062
8. C -0.199


## R
This record from the OMol25 dataset describes the molecule C8H10. The level of theory is ωB97M-V with the def2-TZVPD basis set.

Values from the calculation:
Gap between HOMO and LUMO ... 0.3482 Eh
E_HOMO ... -8.45 eV
SMILES ... C#CC(C=C)=C(C)C
Spin multiplicity ... 1

Atoms and positions in Å:
1 C -1.372 -1.390 -0.705
2 C -0.549 -0.181 -0.669
3 C -0.301 0.515 -1.981
4 C 0.006 0.180 0.469
5 C 0.749 1.479 0.576
6 C 1.977 1.495 1.124
7 C -0.185 -0.771 1.520
8 C -0.241 -1.495 2.475
9 H -0.753 -2.168 -0.236
10 H -2.304 -1.247 -0.170
11 H -1.510 -1.800 -1.827
12 H -0.591 -0.059 -2.765
13 H -0.751 1.498 -2.099
14 H 0.768 0.705 -2.097
15 H 0.404 2.388 0.239
16 H 2.431 0.618 1.524
17 H 2.527 2.368 1.320
18 H -0.303 -2.135 3.303

Löwdin population analysis, charges in e, atoms 1 to 8:
1. C -0.068
2. C -0.315
3. C -0.032
4. C -0.245
5. C -0.095
6. C 0.041
7. C -0.124
8. C 0.144


Which structure loses on stability? Q does.


## P
This record from the OMol25 dataset describes the molecule C8H10. The level of theory is ωB97M-V with the def2-TZVPD basis set.

Values from the calculation:
Gap between HOMO and LUMO ... 0.3621 Eh
E_HOMO ... -8.81 eV
SMILES ... CCc1ccccc1
Spin multiplicity ... 1

Atoms and positions in Å:
1 C 1.686 1.927 0.731
2 C 1.445 0.788 -0.354
3 C 0.227 0.021 -0.227
4 C -0.900 0.416 0.470
5 C -2.039 -0.301 0.528
6 C -2.108 -1.614 -0.009
7 C -0.992 -2.015 -0.773
8 C 0.196 -1.281 -0.861
9 H 1.496 1.226 1.726
10 H 0.936 2.756 0.602
11 H 2.693 2.369 0.500
12 H 1.506 1.240 -1.249
13 H 2.458 0.026 -0.343
14 H -0.877 1.342 0.797
15 H -2.862 -0.068 0.993
16 H -3.031 -2.138 0.017
17 H -0.900 -3.012 -1.462
18 H 1.064 -1.682 -1.086

Löwdin population analysis, charges in e, atoms 1 to 8:
1. C -0.105
2. C -0.245
3. C -0.240
4. C -0.057
5. C -0.063
6. C -0.061
7. C -0.091
8. C -0.033


## Q
This record from the OMol25 dataset describes a cluster of 2 separate species, C8H10 in total. The level of theory is ωB97M-V with the def2-TZVPD basis set.

Values from the calculation:
Gap between HOMO and LUMO ... 0.3631 Eh
E_HOMO ... -8.93 eV
SMILES ... c1ccccc1.C=C
Spin multiplicity ... 1

Atoms and positions in Å:
1 C -0.175 -0.931 1.752
2 C 0.576 -1.822 1.203
3 C 1.615 -1.385 0.382
4 C 2.253 -0.182 0.722
5 C 1.737 0.560 1.827
6 C 0.435 0.300 2.334
7 C -2.244 0.431 -2.811
8 C -1.898 1.716 -2.317
9 H -1.261 -1.265 2.001
10 H 0.177 -2.757 0.658
11 H 2.049 -1.962 -0.308
12 H 3.090 0.217 0.198
13 H 2.240 1.372 2.156
14 H -0.121 1.068 2.907
15 H -1.475 0.178 -3.707
16 H -3.403 -0.104 -2.787
17 H -1.086 2.343 -2.731
18 H -2.510 2.223 -1.480

Löwdin population analysis, charges in e, atoms 1 to 8:
1. C -0.128
2. C -0.164
3. C -0.085
4. C -0.067
5. C -0.088
6. C -0.035
7. C -0.133
8. C -0.130


Which structure loses on stability? Q does.


## P
This record from the OMol25 dataset describes the ion C8H12NOS with charge +1. The level of theory is ωB97M-V with the def2-TZVPD basis set.

Values from the calculation:
Gap between HOMO and LUMO ... 0.2902 Eh
E_HOMO ... -11.24 eV
Total charge ... +1
Spin multiplicity ... 1

Atoms and positions in Å:
1 C -1.308 -1.262 -0.693
2 C -1.423 -0.029 -1.436
3 C -1.915 -1.208 0.606
4 C -1.757 1.108 -0.797
5 C 1.757 1.036 -0.210
6 C 1.689 -0.193 -1.101
7 C -2.174 -0.010 1.160
8 C 0.762 -0.463 1.342
9 N 1.886 0.519 1.169
10 O -2.069 1.158 0.509
11 S 0.839 -1.488 -0.119
12 H -1.343 -2.189 -1.248
13 H -1.244 -0.017 -2.498
14 H -2.066 -2.109 1.175
15 H -1.852 2.069 -1.281
16 H 2.588 1.688 -0.477
17 H 0.817 1.591 -0.266
18 H 1.139 -0.011 -2.021
19 H 2.671 -0.591 -1.348
20 H -2.550 0.118 2.164
21 H 0.960 -1.098 2.203
22 H 2.827 0.117 1.303
23 H 1.767 1.262 1.866

Löwdin population analysis, charges in e, atoms 1 to 8:
1. C -0.259
2. C -0.080
3. C -0.105
4. C -0.086
5. C -0.179
6. C -0.335
7. C -0.085
8. C -0.374


## Q
This record from the OMol25 dataset describes the ion C8H12NOS with charge +1. The level of theory is ωB97M-V with the def2-TZVPD basis set.

Values from the calculation:
Gap between HOMO and LUMO ... 0.3188 Eh
E_HOMO ... -12.32 eV
SMILES ... CC1=C(C)[C@]2([NH3+])S[C@]2(O)C=C1
Total charge ... +1
Spin multiplicity ... 1

Atoms and positions in Å:
1 C -0.195 -1.974 0.041
2 C 1.102 -1.891 0.321
3 C -1.048 -0.918 -0.285
4 C -0.627 0.405 -0.279
5 C 1.698 -0.596 0.291
6 C 0.830 0.634 -0.126
7 C -2.537 -1.226 -0.447
8 C -1.360 1.673 -0.537
9 N 1.375 1.918 0.493
10 O 2.625 -0.235 1.239
11 S 2.016 0.189 -1.441
12 H -0.559 -2.968 -0.039
13 H 1.658 -2.736 0.674
14 H -2.572 -2.376 -0.427
15 H -2.860 -0.731 -1.367
16 H -3.137 -0.889 0.479
17 H -1.093 2.430 0.152
18 H -2.431 1.706 -0.632
19 H -1.053 2.060 -1.449
20 H 1.529 2.609 -0.264
21 H 2.353 1.472 0.733
22 H 1.009 2.342 1.389
23 H 3.276 -0.899 1.479

Löwdin population analysis, charges in e, atoms 1 to 8:
1. C -0.040
2. C -0.028
3. C -0.212
4. C -0.179
5. C -0.588
6. C -0.566
7. C -0.021
8. C -0.014


Which structure loses on stability? P does.